[1]
Density functional theory data (the ωB97M-V functional and the def2-TZVPD basis) for a cluster of 6 separate species, C12H36O6S4 in total.

Computed properties:
relative energy (zero: lowest compared OMol25 entry of this formula, charge and spin): 100.1 kcal/mol
E: -2522.47974 hartree

ORCA input file:
```
! wB97M-V def2-TZVPD RIJCOSX def2/J DEFGRID3
* xyz 0 1
S -3.832 0.053 2.421
S -5.139 1.187 -2.028
S 0.727 -3.846 -4.175
S 2.940 0.478 4.238
O 2.864 -0.218 5.633
O -5.956 0.620 -3.157
O -1.204 -1.109 -0.358
O -3.254 -0.638 1.157
O 2.996 2.337 -2.414
O 1.294 -3.008 -5.346
C -0.525 -2.781 -3.331
C 4.449 0.163 3.444
C -3.643 0.229 -2.060
C -4.495 2.630 -2.642
C -3.056 1.696 2.552
C -0.089 -0.564 0.440
C 4.165 2.353 -0.345
C 1.167 -0.738 -0.341
C 2.968 2.935 -1.141
C 1.911 -0.734 3.461
C -2.860 -0.707 3.805
C 1.927 -3.727 -2.876
H -2.138 1.715 2.391
H -4.390 2.443 -3.766
H -3.690 2.939 -2.146
H 1.549 -4.030 -1.824
H 2.288 -1.868 3.647
H -2.957 2.147 3.466
H 2.092 2.334 -0.650
H -3.440 -0.173 -3.052
H 1.943 -0.708 2.396
H 2.945 -4.104 -3.226
H -3.363 -0.194 4.695
H 2.806 3.973 -0.894
H 2.607 2.893 -3.014
H 2.172 -2.750 -2.868
H 4.406 0.632 2.488
H 1.958 -0.109 -0.164
H 4.019 1.389 -0.476
H 1.079 -0.500 -1.249
H -3.636 2.236 1.920
H 4.847 -0.890 3.139
H 4.088 2.750 0.654
H -2.807 0.774 -1.826
H 1.599 -1.801 -0.254
H -5.239 3.438 -2.236
H 1.135 -0.795 3.891
H -1.839 -1.132 0.173
H 5.112 2.709 -0.866
H -0.098 -1.877 -3.060
H -3.976 -0.687 -1.232
H -0.782 -3.290 -2.487
H 5.141 0.710 3.855
H -1.363 -2.182 -3.990
H -0.186 -0.888 1.508
H -3.166 -1.686 4.065
H -1.847 -0.435 3.477
H -0.210 0.383 0.567
*
```

Atom charges from the natural (NBO) analysis, given in e for atoms 1 to 4: 1.20, 1.26, 1.20, 1.22

=====

[2]
Density functional theory data (the ωB97M-V functional and the def2-TZVPD basis) for a structure of composition C19H39GeIN3NaO7Se.

Computed properties:
relative energy (zero: lowest compared OMol25 entry of this formula, charge and spin): 1.6 kcal/mol
E: -6376.74300 hartree
expectation value of S²: 0.76

ORCA input file:
```
! wB97M-V def2-TZVPD RIJCOSX def2/J DEFGRID3
* xyz -1 2
I 1.231 5.022 0.684
Se -4.593 -0.452 -2.407
Ge 1.394 -1.165 2.122
Na 0.673 0.724 -0.186
O -0.014 -1.882 1.033
O -1.558 0.299 0.546
O -3.739 -1.195 -1.225
O -4.694 -1.415 -3.704
O 0.589 0.559 2.092
O 2.355 -0.707 0.558
O -3.141 0.761 -2.954
N -1.915 0.267 -2.511
N 0.523 -0.985 -1.907
N -0.076 2.262 -2.389
C 1.003 -4.043 0.655
C -0.804 -3.755 2.369
C 1.148 3.871 -1.066
C -0.277 -3.283 1.012
C 4.406 -0.290 1.823
C -1.346 -3.537 -0.050
C 2.200 3.977 -1.993
C -1.743 1.082 1.707
C -0.405 2.214 3.493
C -0.612 0.895 2.761
C -1.453 -0.844 -3.386
C 0.048 -1.074 -3.282
C 4.412 -0.832 -0.611
C 0.937 2.386 -3.313
C 2.034 3.181 -3.167
C 0.062 3.065 -1.269
C -1.030 -0.181 3.768
C 3.648 -0.126 0.507
C 3.503 1.362 0.177
H 4.478 -1.344 2.097
H -2.036 -1.722 -3.111
H -2.194 -2.862 0.071
H 1.429 -3.639 -0.266
H -0.950 -3.382 -1.058
H -1.204 1.098 -2.496
H -1.919 0.143 4.313
H 1.529 -1.101 -1.846
H -0.967 -4.836 2.363
H 0.816 1.813 -4.227
H 3.060 4.605 -1.825
H -0.093 -3.517 3.163
H 0.568 -0.303 -3.851
H 3.880 -0.714 -1.558
H -1.347 2.580 3.912
H 4.472 1.864 0.134
H -0.229 -0.363 4.487
H -1.783 2.124 1.379
H -2.699 0.843 2.190
H 0.132 -1.698 -1.297
H -0.014 2.961 2.802
H -1.755 -3.268 2.594
H -2.068 -0.095 -1.552
H 5.415 -0.416 -0.731
H -0.754 3.033 -0.555
H 2.771 3.213 -3.961
H 3.033 1.501 -0.802
H 3.895 0.239 2.632
H 4.495 -1.898 -0.391
H 2.895 1.860 0.937
H 5.415 0.119 1.731
H 0.267 -2.035 -3.764
H -1.230 -0.596 0.797
H 0.799 -5.107 0.513
H -1.727 -0.556 -4.399
H -1.710 -4.566 0.001
H 1.750 -3.938 1.446
H 0.311 2.081 4.307
H -1.264 -1.122 3.267
*
```

Atom charges from the Mulliken analysis, given in e for atoms 1 to 4: 0.01, 0.71, -0.95, 0.75

=====

[3]
Density functional theory data (the ωB97M-V functional and the def2-TZVPD basis) for a cluster of 2 separate species, C2H3N3O in total.

Computed properties:
relative energy (zero: lowest compared OMol25 entry of this formula, charge and spin): 83.0 kcal/mol
E: -317.40003 hartree

ORCA input file:
```
! wB97M-V def2-TZVPD RIJCOSX def2/J DEFGRID3
* xyz 0 1
O 2.310 -0.999 0.317
N -1.167 1.432 -0.539
N 2.020 1.242 0.888
N -0.883 0.986 0.548
C -1.421 1.510 -1.681
C 2.018 0.065 0.628
H 1.256 1.766 1.167
H -1.750 1.112 1.247
H -1.396 2.329 -2.466
*
```

Atom charges from the natural (NBO) analysis, given in e for atoms 1 to 4: -0.50, -0.03, -0.78, -0.52

=====

[4]
Density functional theory data (the ωB97M-V functional and the def2-TZVPD basis) for a structure of composition C14H23N4O6PS3Ti.

Computed properties:
E: -3602.69171 hartree

ORCA input file:
```
! wB97M-V def2-TZVPD RIJCOSX def2/J DEFGRID3
* xyz 2 1
Ti 0.895 0.231 0.761
S 2.345 2.122 0.519
S -0.115 3.746 2.259
S 2.967 -0.925 1.419
P 0.555 3.083 0.592
O -1.533 -7.183 -2.653
O 0.241 3.987 -0.606
O -2.347 -7.528 -0.676
O -0.329 1.554 0.254
O 0.774 -1.006 -0.640
O -0.065 -1.322 1.337
N 2.298 0.614 3.496
N 4.409 -0.227 3.515
N -1.766 -6.865 -1.507
N 0.997 0.655 2.977
C -1.053 -3.904 0.646
C -1.861 1.647 0.117
C -2.525 1.041 1.325
C -1.260 -5.529 -1.065
C 0.116 -1.819 0.153
C 1.302 2.985 -2.667
C -1.513 -5.137 0.238
C -0.284 4.947 -2.729
C 0.820 4.243 -1.981
C -2.244 1.010 -1.192
C -0.354 -3.102 -0.263
C -0.107 -3.525 -1.575
C -0.569 -4.758 -1.981
C 3.244 -0.121 2.909
H 1.644 4.923 -1.785
H 1.389 3.196 -3.734
H -3.320 1.127 -1.324
H -1.043 4.238 -3.072
H 2.456 1.064 4.383
H -2.158 1.497 2.244
H 0.583 2.177 -2.555
H -0.408 -5.133 -2.981
H -2.048 2.715 0.101
H 4.601 0.175 4.421
H -2.018 -0.057 -1.202
H -3.594 1.247 1.261
H -1.750 1.487 -2.034
H 0.639 1.611 3.085
H 2.274 2.652 -2.314
H 0.143 5.445 -3.601
H -2.400 -0.040 1.366
H 0.443 -2.889 -2.257
H -2.056 -5.796 0.899
H 5.158 -0.721 3.058
H -0.756 5.704 -2.104
H -1.228 -3.557 1.656
H 0.412 0.021 3.510
*
```

Atom charges from the Mulliken analysis, given in e for atoms 1 to 4: 0.58, -0.38, -0.31, -0.35